1.
The following is a quantum chemistry calculation of one molecule with the formula C5H8N2 at a distorted geometry, from OMol25.

Last column: Löwdin charge in e.
Positions of all 15 atoms, in Å:
C: -0.16555 2.08249 0.06732  -0.109
C: 0.24406 -0.05107 0.95119  -0.258
C: -0.00514 -1.45178 0.82889  -0.094
C: -0.24146 -1.96183 -0.40781  -0.061
C: -0.02400 -0.97670 -1.49457  -0.178
H: -0.45550 2.27189 1.12449  0.078
H: -0.93195 2.56762 -0.64723  0.096
H: 0.95273 2.42674 -0.38230  0.140
H: 1.32320 0.16845 0.94209  0.125
H: -0.15014 0.55609 1.83116  0.136
H: 0.24930 -2.13850 1.77204  0.152
H: -0.42887 -3.03003 -0.51965  0.098
H: 0.00993 -1.43416 -2.50550  0.105
N: -0.29315 0.67679 -0.13523  -0.314
N: -0.08347 0.29401 -1.42489  0.083

F_max, Eh/bohr: 0.082
Frontier orbital gap, eV: 8.5

=====

2.
The following is a quantum chemistry calculation of one molecule with the formula C8H9N3 at a distorted geometry, from OMol25.

Last column: Löwdin charge in e.
Positions of all 20 atoms, in Å:
C: 0.15106 -0.27071 -2.95253  -0.050
C: 0.12628 0.16535 -1.48777  -0.405
C: 0.46043 1.36082 0.35923  -0.091
C: 0.60005 2.41677 1.25681  -0.076
C: 0.09552 1.01444 2.96872  -0.164
C: -0.11027 -0.19132 2.18908  -0.003
C: -0.00231 0.12902 0.83174  -0.191
C: -0.70623 -2.03044 -0.47952  -0.086
H: 0.49848 0.59199 -3.51809  0.050
H: 1.14384 -1.01508 -3.00374  0.129
H: -1.01612 -0.81684 -3.19158  0.160
H: 1.00956 3.14792 1.12567  -0.010
H: -0.13211 0.88031 4.18735  0.148
H: -0.68800 -1.26713 2.23058  0.152
H: -0.01156 -2.47962 -1.40117  0.144
H: -0.40389 -2.51752 0.44663  0.062
H: -1.87387 -1.89933 -0.58691  0.127
N: 0.53179 1.30402 -1.16256  0.142
N: 0.51684 2.19889 2.52413  0.056
N: -0.18947 -0.72156 -0.33609  -0.094

F_max, Eh/bohr: 0.333
Frontier orbital gap, eV: 9.6

=====

3.
The following is a quantum chemistry calculation of one molecule with the formula C3H7NO2S at a distorted geometry, from OMol25.

Last column: Löwdin charge in e.
Positions of all 14 atoms, in Å:
C: -0.91768 -0.87147 0.37683  -0.224
C: 0.42060 -0.09731 0.54326  -0.386
C: 0.67238 0.73942 -0.68527  -0.744
H: -2.21554 0.51568 1.04408  0.090
H: -1.97116 0.59261 -0.59909  0.061
H: -0.77891 -1.55261 -0.45452  0.121
H: -1.12572 -1.50852 1.22762  0.117
H: 0.41704 0.61404 1.39745  0.169
H: 2.09846 -0.67394 1.24062  0.094
H: 2.01820 1.40410 -2.34192  -0.114
N: -2.10216 -0.05671 0.18076  0.000
O: 1.41393 -1.07398 0.70991  -0.062
O: 0.02522 1.72815 -0.94116  0.006
S: 2.04534 0.24054 -1.69857  0.871

F_max, Eh/bohr: 0.023
Frontier orbital gap, eV: 9.8

=====

4.
The following is a quantum chemistry calculation of one molecule with the formula C6H5N at a distorted geometry, from OMol25.

Last column: Löwdin charge in e.
Positions of all 12 atoms, in Å:
C: -0.19153 -1.06939 -0.57051  -0.037
C: 0.96880 -1.36911 0.03320  -0.103
C: 0.55224 1.27323 -0.63155  -0.094
C: -0.57125 0.35122 -0.33384  -0.305
C: 1.46502 -0.24861 0.80612  0.006
C: -1.41019 0.56838 0.67987  0.078
N: 1.51093 0.80501 0.07497  0.047
H: -0.76777 -1.75889 -1.07157  0.088
H: 1.30141 -2.31717 0.05552  0.058
H: 0.56804 2.24460 -1.26410  0.146
H: -1.45959 1.59724 0.95421  0.063
H: -1.96611 -0.07651 1.26767  0.054

F_max, Eh/bohr: 0.066
Frontier orbital gap (spin up / spin down), eV: 7.9 / 7.9

=====

5.
The following is a quantum chemistry calculation of C12H10BiN5O5S5 as an isolated structure at a distorted geometry, from OMol25.

Last column: Löwdin charge in e.
Positions of all 38 atoms, in Å:
Bi: 0.70872 0.15482 -1.04991  1.401
O: 7.60693 -0.15697 -1.64770  -0.019
C: 6.44397 -0.09105 -1.49772  -1.026
S: 5.61249 0.85118 -0.30977  0.948
C: 3.94346 0.53762 -0.75289  -1.170
C: 3.77256 -0.22138 -1.94988  -1.172
S: 2.36370 -0.31896 -2.99737  0.424
S: 5.20767 -1.12021 -2.38990  0.904
S: 2.76919 1.09140 0.40708  0.439
O: -4.21879 -4.73402 -2.18785  0.122
C: -3.02909 -4.36819 -1.70970  -0.477
O: -2.40023 -5.10038 -0.98343  0.140
C: -2.49482 -3.00270 -2.06349  -0.031
C: -3.07526 -2.15835 -2.99125  -0.006
N: -2.38856 -0.98639 -2.93640  0.028
N: -1.37354 -1.01698 -2.02031  -0.051
C: -1.43033 -2.22434 -1.43615  -0.112
C: -0.55193 -2.41281 -0.24754  -0.572
O: -0.96627 -2.84972 0.79087  0.095
O: 0.69544 -1.96209 -0.43525  -0.261
H: -4.79230 -4.02570 -2.56391  0.126
H: -3.94976 -2.26484 -3.60164  0.130
H: -2.66040 -0.17014 -3.41986  0.149
C: 0.51970 4.81504 1.95314  -0.124
C: -0.05113 4.09170 3.12905  -0.254
C: -0.45167 2.67367 2.77551  -0.612
N: -0.17504 2.15015 1.63292  -0.035
N: -0.47786 0.81496 1.50032  -0.110
C: -1.03571 0.35613 2.59937  -0.704
N: -1.39764 -0.91974 2.69096  0.099
S: -1.30235 1.57688 3.83952  1.072
H: 0.77854 5.85244 2.25407  0.086
H: -0.22839 4.88422 1.15949  0.078
H: 1.41496 4.36759 1.54567  0.065
H: -0.97609 4.59463 3.47688  0.116
H: 0.63193 4.11335 3.96822  0.108
H: -1.19699 -1.61060 1.89009  0.088
H: -1.84513 -1.21024 3.57877  0.118

F_max, Eh/bohr: 0.069
Frontier orbital gap, eV: 6.4

=====

6.
The following is a quantum chemistry calculation of a 2-piece molecular cluster, C5H14 overall, from OMol25.

Last column: Löwdin charge in e.
Positions of all 19 atoms, in Å:
C: 2.22133 -0.06878 -0.16364  -0.184
C: 3.60137 -0.35565 0.41666  -0.166
H: 1.36748 -0.18184 0.49967  0.041
H: 2.11755 0.92925 -0.58432  0.063
H: 2.02728 -0.74507 -0.99436  0.063
H: 4.35478 -0.26721 -0.37002  0.063
H: 3.61056 -1.34908 0.86793  0.063
H: 3.86694 0.37310 1.18466  0.059
C: -1.58109 0.09376 -0.24870  -0.313
C: -1.98638 1.01759 0.92903  -0.110
C: -2.67476 -0.71282 -0.94910  -0.117
H: -1.11040 0.76413 -0.96049  0.089
H: -0.78439 -0.56346 0.07710  0.071
H: -1.65030 2.04217 0.76589  0.061
H: -3.58500 -0.12734 -1.02977  0.065
H: -1.51702 0.70505 1.85597  0.058
H: -3.06200 1.08003 1.08743  0.062
H: -2.33046 -0.98263 -1.94678  0.065
H: -2.88551 -1.65120 -0.43717  0.067

F_max, Eh/bohr: 0.014
Frontier orbital gap, eV: 12.3

=====

7.
The following is a quantum chemistry calculation of one molecule with the formula C4H8N2O2 at a distorted geometry, from OMol25.

Last column: Löwdin charge in e.
Positions of all 16 atoms, in Å:
C: 0.75754 0.83390 0.07990  -0.402
C: 0.03540 -0.45483 -0.69408  -0.319
N: -1.49035 -0.39021 1.66554  0.102
C: -2.00785 -0.42005 0.41905  -0.267
C: 0.79014 -1.27010 -1.42106  0.060
O: 2.07226 0.43139 0.36673  -0.021
O: 0.74085 1.93912 -0.78237  0.002
N: -1.32344 -0.44382 -0.66458  0.063
H: 2.58460 1.21565 0.60148  0.103
H: 0.93969 1.63575 -1.67805  0.103
H: 0.30292 1.25351 0.99083  0.132
H: -2.10653 -0.47231 2.45691  0.096
H: -0.43965 -0.30172 1.68924  0.112
H: -3.07935 -0.27749 0.32930  0.119
H: 0.37160 -2.15786 -1.86346  0.061
H: 1.85218 -1.12092 -1.49539  0.057

F_max, Eh/bohr: 0.063
Frontier orbital gap, eV: 9.2